Here is a molecular structure, C34H35IrN3O4Te from the OMol25 dataset. Energies are from ωB97M-V/def2-TZVPD.

spin multiplicity: 2
total energy: -2154.1102 Eh
HOMO level (alpha / beta): -7.00 / -7.59 eV
largest force on an atom: 0.55 eV/A
relative energy (zero: lowest compared OMol25 entry of this formula, charge and spin): 0.147 eV

Element x y z (Å)
Ir  0.5845  -2.3685  -1.2658
O  4.3447  1.0896  -2.7719
C  3.2329  1.8413  -2.9845
C  3.3314  3.1861  -3.3295
C  2.1924  3.9486  -3.5215
C  0.9365  3.3802  -3.3658
C  0.8395  2.0473  -3.0057
C  1.9729  1.2605  -2.8157
C  1.7678  -0.1524  -2.4106
O  0.7905  -0.3620  -1.5816
N  2.5121  -1.0858  -2.9293
N  2.1350  -2.3286  -2.4163
C  2.9651  -3.3115  -2.5498
C  2.7098  -4.6589  -2.1399
C  3.7702  -5.5814  -2.2439
C  3.6242  -6.8873  -1.8519
C  2.3844  -7.3114  -1.3570
C  1.3231  -6.4428  -1.2668
C  1.4589  -5.0947  -1.6395
O  0.3967  -4.3119  -1.5447
H  5.1220  1.6327  -2.9338
H  4.3137  3.6317  -3.4453
H  2.2903  4.9941  -3.7848
H  0.0435  3.9713  -3.5192
H  -0.1290  1.5815  -2.8698
H  3.9028  -3.0652  -3.0382
H  4.7178  -5.2357  -2.6409
H  4.4503  -7.5804  -1.9280
H  2.2589  -8.3383  -1.0365
H  0.3611  -6.7668  -0.8918
C  1.5144  -3.9319  1.4332
C  1.0827  -2.4872  1.5709
O  1.3187  -1.8769  2.6028
N  0.3695  -1.9078  0.5309
Te  0.0055  0.3832  1.3230
C  -0.6772  1.7030  2.8963
C  0.0844  2.8459  3.1666
C  1.3625  3.2270  2.4550
C  -0.3581  3.7345  4.1499
C  -1.5113  3.5128  4.8781
C  -1.9745  4.4815  5.9310
C  -2.2326  2.3508  4.6191
C  -1.8327  1.4410  3.6534
C  -2.6548  0.2003  3.4508
C  -1.6976  0.6111  0.0785
C  -2.6002  -0.4212  -0.1963
C  -2.6492  -1.7590  0.4994
C  -3.5892  -0.1993  -1.1582
C  -3.7207  1.0027  -1.8267
C  -4.7628  1.1949  -2.8937
C  -2.8504  2.0338  -1.4881
C  -1.8430  1.8624  -0.5511
C  -0.9733  3.0465  -0.2183
H  1.5171  -4.3748  2.4272
H  2.5314  -3.9849  1.0364
H  0.8560  -4.4865  0.7732
H  1.7367  2.4628  1.7802
H  2.1451  3.4358  3.1858
H  1.2113  4.1375  1.8703
H  0.2311  4.6254  4.3457
H  -1.3194  5.3502  5.9854
H  -1.9922  4.0099  6.9153
H  -2.9862  4.8326  5.7208
H  -3.1292  2.1432  5.1947
H  -3.3879  0.0899  4.2494
H  -2.0243  -0.6896  3.4428
H  -3.1902  0.2367  2.5011
H  -1.9177  -1.8524  1.2925
H  -2.4707  -2.5709  -0.2081
H  -3.6443  -1.9040  0.9260
H  -4.2837  -1.0049  -1.3754
H  -5.4997  0.3928  -2.8758
H  -4.3027  1.2027  -3.8841
H  -5.2863  2.1437  -2.7697
H  -2.9568  3.0010  -1.9696
H  -1.0688  3.8184  -0.9812
H  0.0823  2.7779  -0.1520
H  -1.2650  3.4778  0.7429

Atoms 1-6, force components in eV/Å:
0.0 -0.5 -0.1
0.0 0.0 0.0
0.0 0.0 0.0
0.0 0.0 0.0
0.0 0.0 0.0
0.0 0.0 0.0